[1]
Formula: C6H12NO
Source: the OMol25 dataset
Level of theory: ωB97M-V with the def2-TZVPD basis set

Values from the calculation:
Total energy, eV: -9943.78860
F_max, eV/A: 4.01
E_HOMO, eV: -14.58
Total charge: +1

Cartesian coordinates (Å):
1 C 1.47667 1.61257 0.32254
2 C 0.29125 1.29270 -0.61530
3 C 0.26551 -0.51168 1.36370
4 C 1.98188 0.13663 0.34628
5 C -2.21177 -1.06187 -0.34736
6 C -0.77049 -0.97139 -0.99768
7 N 0.15330 -0.15004 -0.10996
8 O 1.68433 -0.59789 1.42861
9 H 2.16324 2.32994 -0.09006
10 H 1.15198 1.95322 1.27238
11 H -0.67652 1.77392 -0.27719
12 H 0.60260 1.34425 -1.66910
13 H -0.05185 0.33952 2.04320
14 H -0.16249 -1.55263 1.55480
15 H 2.88696 -0.09320 -0.22747
16 H -2.66914 -0.44684 -1.09887
17 H -2.62547 -2.11847 -0.47008
18 H -2.23671 -0.57857 0.65588
19 H -0.79736 -0.64343 -2.00926
20 H -0.45593 -2.05674 -1.07507

These are the natural (NBO) partial charges, in e, on atoms 1 to 4: -0.505 -0.198 0.068 0.458

---

[2]
Formula: C12H19ClF2NO6S
Source: the OMol25 dataset
Level of theory: ωB97M-V with the def2-TZVPD basis set

Values from the calculation:
Total energy, eV: -55311.73890
F_max, eV/A: 1.67
E_HOMO, eV: -13.42
Total charge: +1

Cartesian coordinates (Å):
1 C 1.89425 1.06268 1.96543
2 C 2.18712 0.12395 0.81034
3 C 1.18724 -1.02140 0.65567
4 C 0.94994 -1.69979 1.99695
5 S -0.36613 -0.56138 -0.21130
6 Cl -0.18394 1.40963 -0.61839
7 C -1.78543 -0.74655 0.90382
8 C -2.49770 0.52955 1.34293
9 N -3.51835 0.47122 2.03702
10 H 0.86720 1.40648 1.96235
11 H 2.52729 1.93519 1.89763
12 H 2.09796 0.59267 2.90648
13 H 2.37001 0.66124 -0.10601
14 H 3.11803 -0.36350 1.05447
15 H 1.63317 -1.75162 0.00762
16 H 0.59523 -2.70611 1.88384
17 H 0.27767 -1.13671 2.61960
18 H 1.89425 -1.72006 2.50528
19 H -2.48613 -1.32966 0.33175
20 H -1.52978 -1.31851 1.78303
21 H -2.14238 1.51646 1.09440
22 H -3.79914 -0.48861 2.25279
23 C -2.19083 4.61596 -0.75699
24 C -2.10183 5.56295 0.41679
25 O -2.38152 6.81046 -0.17794
26 C -3.18397 6.57754 -1.26586
27 O -3.80447 7.39786 -1.84009
28 O -3.16215 5.24779 -1.58407
29 F -0.85232 5.58360 0.94765
30 H -1.24105 4.55058 -1.29326
31 H -2.51608 3.61588 -0.47455
32 H -2.82353 5.36923 1.21229
33 C 2.78369 -4.63999 -3.03439
34 C 1.89473 -5.84952 -2.86182
35 O 1.46851 -5.71827 -1.50653
36 C 1.48862 -4.40524 -1.20379
37 O 0.96457 -3.92083 -0.24634
38 O 2.17717 -3.70077 -2.12694
39 F 2.57406 -7.00236 -3.00402
40 H 3.80624 -4.84158 -2.71628
41 H 2.79157 -4.25205 -4.04871
42 H 1.01818 -5.86640 -3.51091

These are the natural (NBO) partial charges, in e, on atoms 1 to 4: -0.619 -0.415 -0.336 -0.631

---

[3]
Formula: C11H23ClNNdO6P2
Source: the OMol25 dataset
Level of theory: ωB97M-V with the def2-TZVPD basis set

Values from the calculation:
2S+1: 4
Total energy, eV: -71911.23700
F_max, eV/A: 3.09
E_HOMO (alpha / beta), eV: -16.15 / -16.15
Total charge: +2

Cartesian coordinates (Å):
1 Nd 0.21337 0.63677 0.89667
2 P 2.30562 -1.14887 0.97258
3 C 2.41735 -1.50646 -0.81728
4 C 1.05484 -1.71081 -1.48450
5 N -0.04441 -1.05139 -1.01704
6 C -1.23996 -1.35682 -1.60169
7 C -1.32455 -2.17758 -2.72584
8 C -0.18011 -2.73212 -3.25429
9 C 1.02481 -2.50875 -2.62547
10 C -2.55497 -0.78841 -1.06319
11 P -2.35460 0.73485 -0.06618
12 H 1.96027 -2.91853 -2.98173
13 H -2.29488 -2.30842 -3.18658
14 H -0.22312 -3.32085 -4.16033
15 H -3.18711 -0.60091 -1.95094
16 H -3.07792 -1.56287 -0.46115
17 H 2.92088 -0.67092 -1.34709
18 H 3.02182 -2.41734 -0.97474
19 H 1.70380 3.97844 -1.64051
20 O 2.32764 3.42590 -2.16127
21 H 2.39853 3.91690 -3.01239
22 H -1.40565 4.81099 0.51575
23 O -1.10131 5.46915 -0.13458
24 H -1.51577 6.30706 0.17091
25 C -2.48509 2.04426 -1.33105
26 H -3.45697 2.03223 -1.83264
27 H -2.35281 3.00196 -0.81395
28 H -1.69229 1.92095 -2.08115
29 C -3.83506 0.83966 0.96424
30 H -3.70787 1.76011 1.54289
31 H -4.76888 0.89173 0.40095
32 H -3.86155 -0.02351 1.63850
33 C 2.26910 -2.77028 1.77452
34 H 3.17518 -3.35616 1.58943
35 H 2.17955 -2.56907 2.84939
36 H 1.39409 -3.33560 1.42793
37 C 3.88010 -0.37294 1.41833
38 H 3.78790 -0.15856 2.49055
39 H 4.73354 -1.03255 1.24240
40 H 4.00067 0.55793 0.84931
41 O -0.01948 1.35724 4.96323
42 Cl -0.02220 0.00722 4.47866
43 O 1.20008 -0.70137 4.76137
44 O -1.19133 -0.73059 4.85384
45 O -0.07123 0.13833 2.92413

These are the Löwdin partial charges, in e, on atoms 1 to 4: 1.629 0.741 -0.285 -0.307

---

[4]
Formula: C26H39As2N3O11RbS4
Source: the OMol25 dataset
Level of theory: ωB97M-V with the def2-TZVPD basis set

Values from the calculation:
Total energy, eV: -220257.99210
F_max, eV/A: 2.92
E_HOMO, eV: -5.95
Total charge: -1

Cartesian coordinates (Å):
1 Rb -9.49926 -15.65220 10.66982
2 O -7.88491 -18.06596 6.48503
3 S -8.00574 -17.01268 7.54444
4 O -7.74008 -17.57028 8.86143
5 O -9.17903 -16.11861 7.48278
6 C -6.68114 -15.90116 6.98094
7 C -6.07667 -16.21084 5.76974
8 C -5.52755 -15.24744 4.94134
9 C -5.59333 -13.93073 5.36643
10 C -5.86214 -13.63377 6.67698
11 C -6.42449 -14.60092 7.50358
12 S -6.45867 -14.17090 9.29072
13 O -6.51198 -15.37999 10.12184
14 O -5.23433 -13.42915 9.40574
15 O -7.73233 -13.39360 9.40008
16 H -6.10988 -17.23165 5.50876
17 H -5.09458 -15.56411 3.95995
18 H -5.38608 -13.17140 4.66152
19 H -5.68810 -12.60989 7.04464
20 C -10.22223 -15.84862 14.94331
21 As -10.36908 -13.88084 15.20676
22 C -10.82749 -14.32622 17.10376
23 C -8.63139 -13.20535 15.79411
24 C -8.16358 -13.14808 17.11899
25 C -7.35779 -12.10631 17.59820
26 C -7.02691 -11.04227 16.73655
27 C -7.25783 -11.17790 15.41119
28 C -8.03984 -12.26668 14.93902
29 As -8.07155 -12.67928 13.05529
30 C -6.13798 -12.67987 12.68362
31 C -8.34198 -10.83152 12.39087
32 H -9.59597 -16.26053 15.74215
33 H -9.67175 -16.08355 14.01468
34 H -11.22029 -16.28345 15.00457
35 H -10.27786 -15.21244 17.46727
36 H -11.92031 -14.51837 16.99641
37 H -10.63178 -13.48421 17.77784
38 H -8.31909 -13.98095 17.83487
39 H -6.98052 -12.12144 18.61986
40 H -6.63137 -10.13916 17.12523
41 H -6.80280 -10.46760 14.66867
42 H -5.69407 -11.72759 12.84519
43 H -5.94332 -12.99978 11.66660
44 H -5.67446 -13.41006 13.35193
45 H -9.27715 -10.44062 12.79927
46 H -8.48475 -11.06731 11.34116
47 H -7.47096 -10.18176 12.47212
48 C -5.17720 -18.02761 11.24839
49 S -5.57191 -17.71265 13.03045
50 C -6.06873 -19.43659 13.51221
51 O -6.84701 -16.91888 13.02192
52 H -4.11056 -18.38340 11.27448
53 H -5.36966 -17.06353 10.72898
54 H -5.82932 -18.80486 10.82791
55 H -5.58373 -20.14981 12.81588
56 H -7.16780 -19.54923 13.35591
57 H -5.81947 -19.60056 14.54725
58 C -8.26665 -21.89265 6.00466
59 C -9.56377 -21.09276 6.25873
60 S -10.56390 -21.67034 7.65912
61 O -11.40701 -22.76154 7.23102
62 O -9.64768 -21.93193 8.73978
63 C -11.59315 -20.26974 8.18733
64 C -12.44992 -20.53177 9.40821
65 N -12.30068 -19.44059 10.43388
66 C -11.11467 -19.17209 11.09160
67 N -11.17001 -17.95487 11.69319
68 C -12.40282 -17.44286 11.50933
69 C -13.08955 -18.32169 10.69154
70 N -14.48547 -18.18624 10.35305
71 O -14.86833 -18.70115 9.27110
72 O -15.19442 -17.55362 11.17925
73 C -9.97356 -20.06383 11.29736
74 H -7.49933 -21.09123 5.88485
75 H -8.28976 -22.52184 5.11063
76 H -7.97464 -22.54277 6.83039
77 H -10.17088 -21.03429 5.34588
78 H -9.31441 -20.08356 6.56663
79 H -12.21505 -19.84673 7.35422
80 H -10.76912 -19.53351 8.30541
81 H -12.19003 -21.49109 9.94482
82 H -13.50089 -20.66228 9.17543
83 H -12.66265 -16.38917 11.72620
84 H -9.03429 -19.57306 11.09685
85 H -9.96080 -20.91764 10.60646
86 H -10.03102 -20.39965 12.34909

These are the Löwdin partial charges, in e, on atoms 1 to 4: 0.696 -0.393 0.461 -0.406